Density functional theory data (the ωB97M-V functional and the def2-TZVPD basis) for a structure of composition C17H24N6O3S in a non-equilibrium geometry.

Values from the calculation:
molecular weight	392.48	g mol⁻¹
HOMO	-0.32353	hartree
E	-43916.93535	eV
frontier orbital gap	8.3	eV
LUMO level	-0.5	eV

```
51
Properties=species:S:1:pos:R:3:forces:R:3
C -3.5889 -2.7228 -1.3241 0.1 0.3 -5.6
H -2.9624 -1.7794 -1.4407 -1.6 -0.5 0.1
H -2.9711 -3.2798 -0.7261 0.9 -2.0 1.9
H -3.5275 -3.2070 -2.4229 0.6 0.8 2.1
C -5.0707 -2.7091 -1.1470 -1.0 4.8 4.3
C -5.8989 -3.9491 -0.9688 -2.7 6.8 -3.6
H -5.9032 -4.4217 -1.8505 -0.1 -1.9 -3.9
H -5.4089 -4.5430 -0.4489 3.6 -5.5 6.0
H -6.9383 -3.7004 -0.8322 -0.2 -0.1 1.0
H -5.5379 -1.8900 -1.7101 0.1 -0.8 -0.8
C -5.2416 -1.7229 0.4298 -3.2 -7.9 -1.0
N -4.6489 -0.5316 0.3872 4.3 -1.7 3.5
C -3.3870 -0.5970 1.0713 -2.6 10.0 -3.0
O -2.8641 -1.1705 1.9190 0.9 -4.7 2.2
C -2.8187 0.9619 0.8803 7.9 -10.8 12.3
C -1.6364 0.7904 0.2480 7.3 -4.5 -6.6
N -0.8623 1.9288 0.0372 -0.9 2.5 -3.4
S 0.0842 2.1749 -1.2361 1.9 5.5 -3.9
O -0.4682 1.8133 -2.5198 -0.9 -0.9 1.0
O 0.5790 3.6202 -1.2288 -1.3 -4.3 1.0
C 1.4413 1.1245 -1.0179 2.8 7.7 4.8
C 1.2849 -0.1097 -1.1216 3.2 -5.8 -1.2
C 2.4129 -0.9600 -0.8643 -0.5 -4.4 1.3
C 3.4492 -0.5359 -0.0371 -0.9 -0.6 -4.6
C 3.5898 0.9303 -0.1002 13.6 -9.3 7.8
C 2.6533 1.6401 -0.2281 -12.4 -3.9 -7.9
H 2.6163 2.4829 0.0203 -0.3 12.8 3.3
H 4.4908 1.2677 0.6586 -1.9 -0.5 -2.4
N 4.4811 -1.4670 0.2748 1.1 0.9 0.1
C 4.8763 -2.7593 -0.0995 -10.9 1.1 -5.8
N 5.9554 -2.9592 0.3800 2.9 -10.9 -3.1
N 6.3084 -2.0357 1.0039 7.8 9.5 8.0
N 5.5801 -1.0006 1.0084 -2.6 -1.1 -1.0
H 4.2425 -3.4648 -0.8452 1.7 2.0 2.2
H 2.3203 -2.1829 -1.1851 0.2 3.7 1.1
H 0.5924 -0.3424 -1.8052 -3.0 -2.0 -2.0
C -0.4085 2.6540 1.0627 -5.6 -6.9 9.0
C -1.6347 2.8919 2.4206 -2.1 0.4 -8.6
C -2.4079 1.6067 2.3758 -0.8 -2.8 3.7
H -3.3895 1.8588 3.0722 2.1 -1.3 -1.8
H -1.6768 0.7565 3.0296 -2.5 2.0 -2.0
H -1.4267 3.3359 3.3506 0.8 0.3 0.9
H -2.3924 3.5663 1.7265 1.8 -0.6 2.2
H 0.0129 3.4468 1.0231 4.8 9.9 -1.9
H 0.1790 2.0302 1.6488 2.0 -1.4 1.3
H -1.6833 0.4367 -0.8962 -0.8 0.2 2.1
H -0.8222 -0.0418 0.6199 -2.4 1.4 0.2
H -3.3813 1.5064 0.5545 -11.3 10.6 -7.1
H -4.8696 0.1850 -0.2244 -0.1 1.4 -1.3
H -6.3627 -1.7574 0.7589 1.9 0.2 -0.7
H -4.6418 -2.5143 1.0824 -1.4 2.1 -0.8
```
Positions in Å, forces in eV/Å.

Density functional theory data (the ωB97M-V functional and the def2-TZVPD basis) for the molecule C3H5N3O in a non-equilibrium geometry.

Values from the calculation:
molecular weight	99.09	g mol⁻¹
HOMO	-0.29084	hartree
E	-9704.42027	eV
SMILES	O/N=C1/C=NNC1
frontier orbital gap	8.3	eV
LUMO level	0.4	eV

```
12
Properties=species:S:1:pos:R:3:forces:R:3
O -1.4019 1.6818 -0.6733 -2.7 3.4 -2.0
N -1.5340 0.3685 -0.7989 0.1 -5.9 -1.9
C -0.4779 -0.3479 -0.4277 -2.2 6.6 1.1
C 0.0589 -1.6215 -0.3059 -0.4 -6.4 -0.1
N 1.2472 -1.6641 0.3003 -1.6 0.3 -0.9
N 1.5168 -0.4553 0.7766 0.5 3.2 -0.1
C 0.3865 0.5198 0.4289 1.3 0.0 4.1
H -2.1849 2.0507 -1.3372 3.0 -1.4 2.8
H -0.4924 -2.7505 -0.5582 1.9 3.8 0.5
H 2.4973 -0.0717 0.8947 -1.7 -1.4 -0.4
H -0.2068 0.6874 1.5256 1.2 -0.5 -2.8
H 0.5913 1.6028 0.1748 0.5 -1.7 -0.3
```
Positions in Å, forces in eV/Å.

Density functional theory data (the ωB97M-V functional and the def2-TZVPD basis) for a cluster of 2 separate species, C2H3ClN3O in total in a non-equilibrium geometry.

Values from the calculation:
molecular weight	120.52	g mol⁻¹
HOMO (spin up / spin down)	-0.11884 / -0.12362	hartree
E	-21159.38016	eV
frontier orbital gap (spin up / spin down)	7.3 / 6.6	eV
total charge	-1
LUMO level (spin up / spin down)	4.1 / 3.3	eV

```
10
Properties=species:S:1:pos:R:3:forces:R:3
C -0.0198 0.3289 -0.1323 1.9 -3.3 0.6
C 1.3800 0.1038 0.0839 -0.8 -1.0 0.2
N -0.5340 1.4949 -0.1406 -2.2 3.0 -0.4
N 2.1773 1.0561 -0.0385 2.9 2.5 0.3
N -0.1526 2.6495 -0.1746 0.7 0.1 0.0
O 3.3962 1.2848 0.2182 -1.2 -0.5 -0.4
Cl -3.1840 0.5336 0.0482 -0.6 0.0 0.0
H -0.6975 -0.4562 0.0657 -0.5 -0.8 -0.1
H 1.8347 -0.8372 0.4270 -0.6 0.0 -0.2
H -1.9346 1.2554 -0.1140 0.4 -0.1 0.1
```
Positions in Å, forces in eV/Å.

Density functional theory data (the ωB97M-V functional and the def2-TZVPD basis) for the molecule C2H8BNO2 in a non-equilibrium geometry.

Values from the calculation:
molecular weight	88.90	g mol⁻¹
HOMO	-0.34158	hartree
E	-8466.95007	eV
SMILES	CN(C)B(O)O
frontier orbital gap	9.8	eV
LUMO level	0.5	eV

```
14
Properties=species:S:1:pos:R:3:forces:R:3
C -1.0368 1.3626 0.1145 -1.9 -0.7 -0.1
N -0.3756 0.0773 -0.0646 0.8 -0.9 0.4
C -1.1468 -1.2232 0.0648 0.6 2.6 -3.6
B 1.0035 -0.1325 -0.1325 2.1 4.2 -0.1
O 2.1285 1.1646 -0.3308 -1.8 -4.1 1.2
O 1.5761 -1.3452 0.0191 -0.4 -0.5 0.0
H -0.3619 2.1694 0.0059 1.1 0.6 0.4
H -1.7071 1.5238 -0.7434 -0.3 -0.1 0.3
H -1.6589 1.4885 1.0711 1.1 -0.4 -1.2
H -0.8342 -1.6989 0.8848 0.6 -1.6 3.7
H -2.1735 -0.9194 0.0517 -0.7 -0.5 0.0
H -0.8234 -1.9359 -0.7307 -0.8 0.8 0.0
H 2.9423 0.7549 0.0820 -1.3 1.0 -0.7
H 2.4678 -1.2860 -0.2919 0.9 -0.3 -0.2
```
Positions in Å, forces in eV/Å.

Density functional theory data (the ωB97M-V functional and the def2-TZVPD basis) for the ion C2H6NO2 with charge +1 in a non-equilibrium geometry.

Values from the calculation:
molecular weight	76.07	g mol⁻¹
HOMO	-0.57730	hartree
E	-7749.50203	eV
SMILES	[NH3+]CC(=O)O
frontier orbital gap	11.4	eV
total charge	+1
LUMO level	-4.3	eV

```
11
Properties=species:S:1:pos:R:3:forces:R:3
N 0.3903 1.4676 -0.9797 -1.5 -0.3 0.3
C -0.7234 0.7758 -0.1523 0.3 0.9 -0.1
C -0.2406 -0.5755 0.3050 0.7 -0.2 0.1
O -0.8035 -1.6106 0.1789 -0.3 0.0 0.0
O 0.9928 -0.4184 0.8422 -0.2 -0.2 -0.2
H -0.0749 2.0341 -1.6927 0.3 -0.1 -0.2
H 0.9181 2.1045 -0.3939 0.5 -0.1 0.1
H 0.9794 0.7581 -1.4105 0.3 0.2 -0.1
H -1.6259 0.7661 -0.7463 0.0 -0.4 -0.2
H -0.8852 1.4246 0.7029 -0.1 0.0 0.2
H 1.3124 -1.3074 1.0755 0.1 0.1 0.1
```
Positions in Å, forces in eV/Å.

Density functional theory data (the ωB97M-V functional and the def2-TZVPD basis) for a structure of composition C37H38N4O5PtS3.

Values from the calculation:
molecular weight	910.01	g mol⁻¹
HOMO	-0.07733	hartree
E	-90939.14955	eV
frontier orbital gap	6.0	eV
total charge	-2
LUMO level	3.9	eV

```
88
Properties=species:S:1:pos:R:3:forces:R:3
Pt 1.3949 -0.0026 -0.1223 0.2 -0.3 0.3
S 1.4017 -2.3324 -0.0566 -0.1 0.1 0.0
C 1.6273 -2.7297 -1.7403 0.0 0.0 0.0
C 1.3326 -4.0077 -2.2037 0.0 0.0 0.0
C 1.5164 -4.3566 -3.5376 0.0 0.0 0.0
C 1.2120 -5.6883 -3.9653 0.0 -0.1 0.0
N 0.9798 -6.7689 -4.2881 0.0 0.0 0.0
C 2.0061 -3.4009 -4.4410 0.0 0.0 0.1
C 2.3087 -2.1234 -3.9827 0.0 -0.1 -0.1
C 2.1377 -1.7753 -2.6482 0.0 0.0 0.2
S 2.6014 -0.1997 -2.0850 -0.2 0.2 -0.1
C 2.2051 -3.7195 -5.8220 0.0 0.0 -0.1
N 2.3732 -3.9541 -6.9366 0.0 0.0 0.0
H 0.9426 -4.7442 -1.5129 0.0 0.0 0.0
H 2.6798 -1.3830 -4.6796 0.0 0.0 0.0
O -0.0447 2.8816 0.1925 -0.1 0.0 0.1
S 1.2328 2.2206 -0.1218 0.1 0.1 -0.2
C 1.9217 3.0899 -1.5504 0.0 0.0 0.0
C 2.8548 4.1889 -1.0159 0.0 0.0 0.0
C 2.5938 4.3528 0.4879 0.0 0.0 0.0
C 2.4410 2.9325 1.0067 0.1 0.0 -0.1
H 1.0356 3.4417 -2.0723 0.0 0.0 0.0
H 2.4033 2.3586 -2.1957 0.0 0.0 0.0
H 2.7046 5.1245 -1.5568 0.0 0.0 0.0
H 3.8946 3.8867 -1.1663 0.0 0.0 0.0
H 1.6596 4.8941 0.6513 0.0 0.0 0.0
H 3.3961 4.8911 0.9960 0.0 0.0 0.0
H 2.0682 2.8093 2.0211 -0.1 0.0 0.0
H 3.3568 2.3499 0.8883 0.0 0.0 0.0
C 1.5570 0.1983 6.7006 0.0 0.0 0.0
C 2.0233 0.1297 5.2663 0.0 0.0 0.0
C 3.3790 0.0718 4.9722 0.0 0.0 0.0
C 3.7668 -0.0188 3.6354 0.0 0.0 0.0
C 5.2268 -0.1166 3.2673 0.0 0.0 0.0
C 2.8200 -0.0342 2.6332 0.0 0.0 0.0
C 1.4194 0.0498 2.8753 0.0 0.1 0.0
C 1.0750 0.1185 4.2554 0.0 0.0 0.0
N 0.5541 0.0892 1.8246 0.1 -0.2 0.0
C -0.9015 -0.0409 2.0078 0.0 0.0 0.0
C -1.5570 -0.1622 0.6224 0.0 0.0 0.0
C -3.0767 -0.3155 0.7190 0.0 0.0 0.0
C -3.6792 0.9013 1.4206 0.0 0.0 0.0
C -3.0543 1.0269 2.8105 0.0 0.0 0.0
C -3.3512 -0.2370 3.6250 0.0 0.0 0.0
C -2.7904 -1.4677 2.9038 0.0 0.0 0.0
C -3.4210 -1.5755 1.5141 0.0 0.0 0.0
C -1.2702 -1.3344 2.7645 0.0 0.0 0.1
C -1.5397 1.2064 2.6669 0.0 0.0 -0.1
H 2.4040 0.2502 7.3867 0.0 0.0 0.0
H 0.9637 -0.6809 6.9639 0.0 0.0 0.0
H 0.9288 1.0759 6.8715 0.0 0.0 0.0
H 4.1196 0.0787 5.7653 0.0 0.0 0.0
H 5.8575 -0.1285 4.1582 0.0 0.0 0.0
H 5.5352 0.7274 2.6453 0.0 0.0 0.0
H 5.4246 -1.0249 2.6950 0.0 0.0 0.0
H 3.1496 -0.1387 1.6051 0.0 0.0 0.0
H 0.0448 0.1617 4.5622 -0.1 0.1 0.0
H -1.1377 -1.0185 0.0932 0.0 0.0 0.0
H -1.3183 0.7194 0.0263 0.0 0.0 0.0
H -3.4787 -0.3957 -0.2952 0.0 0.0 0.0
H -4.7689 0.7964 1.4978 0.0 0.0 0.0
H -3.4702 1.8045 0.8400 0.0 0.0 0.0
H -3.4727 1.8996 3.3264 0.0 0.0 0.0
H -4.4337 -0.3473 3.7637 0.0 0.0 0.0
H -2.9013 -0.1524 4.6217 0.0 0.0 0.0
H -3.0211 -2.3676 3.4864 0.0 0.0 0.0
H -4.5088 -1.6928 1.5943 0.0 0.0 0.0
H -3.0300 -2.4572 0.9980 0.0 0.0 0.0
H -0.8660 -2.1733 2.1890 0.0 0.0 0.0
H -0.8088 -1.3778 3.7525 0.0 0.0 -0.1
H -1.1099 1.4255 3.6415 0.1 0.0 0.1
H -1.3201 2.0600 2.0218 0.0 0.0 0.0
O -0.2106 1.7794 -3.1106 0.0 0.0 -0.1
C -0.8271 0.6916 -3.1079 0.1 0.0 0.1
O -0.7738 -0.2470 -2.2961 -0.2 0.0 -0.1
C -1.7976 0.4901 -4.2846 0.0 0.0 0.0
C -1.5273 1.0525 -5.5260 0.0 0.0 0.0
C -2.3819 0.8598 -6.6053 0.0 0.0 0.0
C -3.5503 0.1349 -6.4472 0.0 0.0 0.0
C -3.8159 -0.4028 -5.1960 0.0 0.0 0.0
C -2.9542 -0.2626 -4.1224 0.0 0.0 0.0
N -5.0671 -1.1541 -5.0174 -0.1 -0.1 0.0
O -5.8155 -1.2621 -5.9790 0.0 0.0 0.1
O -5.3047 -1.6303 -3.9247 0.0 0.0 -0.1
H -0.6302 1.6511 -5.6190 0.0 0.0 0.0
H -2.1422 1.2818 -7.5737 0.0 0.0 0.0
H -4.2452 -0.0203 -7.2582 0.0 0.0 0.0
H -3.1555 -0.7312 -3.1700 0.0 0.0 0.0
```
Positions in Å, forces in eV/Å.